The following is a DFT calculation (the ωB97M-V functional and the def2-TZVPD basis) of C49H36F8N2O3P2Pb as an isolated structure at a distorted geometry.

The geometry in ORCA input format:
```
! RIJCOSX wB97M-V def2-TZVPD def2/J DEFGRID3
* xyz 2 1
Pb -0.43104 -0.95369 -0.44148
P 1.89768 0.76948 1.41353
P 0.76070 2.13887 -1.03356
F 2.48354 -4.20168 -6.12596
F -3.92210 0.43305 6.00488
F -0.40243 -3.17190 -2.56113
F 4.07364 -2.13172 -5.39298
F -5.01187 1.80549 4.72371
F 0.23525 -4.73843 -4.68046
F 3.44996 -0.61650 -3.25330
F -5.55886 -0.29333 4.78378
O 1.29166 -1.16957 -1.71465
O 1.25911 -0.54963 0.98733
O -0.41972 1.27150 -0.53671
N -2.88017 -1.14780 -1.16744
N -1.83277 -0.38021 1.63906
C -0.33541 1.55937 4.65433
C -0.80833 -3.07507 0.29214
C 0.94832 6.18097 -1.05180
C -2.37363 -4.65171 0.98442
C 0.73647 -2.94633 -3.24496
C 3.45444 0.46426 2.20754
C 5.82810 -0.03828 3.53718
C -2.00872 -1.22042 2.66972
C 2.17276 -3.46502 -5.06723
C 5.09848 -1.09429 3.00971
C -3.71581 -2.35006 -3.11552
C 0.87581 1.66448 2.57134
C 0.52216 3.00429 2.43270
C -1.53455 -4.98518 2.03867
C 1.03957 -3.73735 -4.33528
C 0.45370 0.94505 3.69742
C -1.30959 5.56003 -0.47329
C -2.49720 0.78529 1.64353
C -2.86922 -0.94247 3.71287
C 2.64485 -1.62462 -3.60547
C -3.13872 -2.37844 -1.85629
C 0.33976 3.86089 -0.89486
C -3.73220 -4.74612 -3.15529
C 5.37723 1.27078 3.40123
C 2.97774 -2.40223 -4.69365
C 2.23389 1.80560 -0.03374
C -4.53243 0.56217 4.81811
C -3.12455 -4.76241 -1.90948
C 1.16756 1.80673 -2.73425
C -3.36984 1.14334 2.65507
C 3.90691 -0.84805 2.34063
C -4.01072 -3.53309 -3.77082
C 1.52834 -1.89546 -2.81910
C 0.11473 -3.41449 1.25496
C 2.37172 2.24010 -3.28522
C 4.18840 1.52555 2.74205
C -2.79897 -3.58018 -1.24735
C -0.96688 4.21793 -0.56295
C -2.01944 -3.69141 0.02215
C -3.56155 0.25722 3.69709
C -0.28085 -4.39894 2.16200
C 0.22641 1.15905 -3.53452
C 1.70454 1.35744 -5.41729
C -0.71309 2.89056 4.49291
C 2.63378 2.02069 -4.62758
C -0.28187 3.61226 3.38992
C -0.35267 6.53733 -0.71350
C 1.29753 4.84428 -1.14700
C 0.50285 0.92224 -4.87237
H -0.22195 0.41142 -5.49355
H -1.44155 -2.14267 2.65216
H -3.88027 2.09652 2.63061
H -1.70388 3.44794 -0.37283
H -2.85753 -5.71020 -1.45783
H -0.64233 1.01219 5.53770
H 3.33092 -1.65980 1.91577
H 5.45706 -2.10964 3.11818
H 2.31309 4.57796 -1.42051
H 1.68841 6.94630 -1.24665
H -3.31282 -1.12992 -0.24775
H 2.72515 2.72555 0.29122
H -1.84585 -5.74336 2.74474
H -2.30727 1.45063 0.81024
H -3.97383 -5.67885 -3.64792
H 6.75459 -0.23362 4.06197
H -0.72548 0.85337 -3.11388
H 0.87951 3.59301 1.59743
H -4.46604 -3.50768 -4.75176
H 3.11626 2.74088 -2.67526
H -3.32295 -5.16061 0.85695
H 1.08578 -2.94152 1.32776
H -0.55290 4.65524 3.28099
H -3.94324 -1.39633 -3.58279
H 3.56686 2.36111 -5.05766
H -2.99187 -1.64730 4.52552
H 0.75977 -0.08875 3.82331
H 5.95219 2.08910 3.81497
H -3.23630 -0.35942 -1.69809
H -0.62091 7.58375 -0.64238
H 3.82956 2.54691 2.65639
H 2.92945 1.23418 -0.65526
H 0.39548 -4.68966 2.95593
H 1.91771 1.18093 -6.46392
H -2.32319 5.84324 -0.21833
H -1.33402 3.36888 5.24102
*
```

- Orbital gap: 0.219 Eh

***

The following is a DFT calculation (the ωB97M-V functional and the def2-TZVPD basis) of a 2-piece molecular cluster, C5H10O2 overall.

The geometry in ORCA input format:
```
! RIJCOSX wB97M-V def2-TZVPD def2/J DEFGRID3
* xyz 0 1
O 1.01729 1.82494 1.49274
O -1.81622 -1.48951 -0.12196
C -0.06808 1.55900 1.03517
C 2.32754 -0.13192 -0.58584
C -0.71614 0.19968 1.12374
C -1.64210 -0.08814 -0.05190
C 1.43942 -0.87478 -1.23765
H 2.54702 -0.28284 0.46823
H -2.60591 0.42554 0.09267
H 2.86410 0.67954 -1.07126
H 0.07038 -0.55705 1.17117
H 1.21429 -0.70208 -2.28755
H -1.27305 0.14795 2.06805
H 0.88222 -1.67363 -0.75225
H -1.19541 0.30218 -0.98093
H -0.66243 2.34499 0.51582
H -2.38293 -1.68387 -0.87826
*
```

- Orbital gap: 0.390 Eh
- Structure (SMILES): O=CCCO.C=C

***

The following is a DFT calculation (the ωB97M-V functional and the def2-TZVPD basis) of C24H24BrN5Rh as an isolated structure at a distorted geometry.

The geometry in ORCA input format:
```
! RIJCOSX wB97M-V def2-TZVPD def2/J DEFGRID3
* xyz 3 1
Rh -0.30372 -0.08096 0.08116
Br -2.79802 -1.67276 -0.02293
N -2.02232 0.95018 -0.44956
N -0.16594 -0.88706 -1.79126
N -0.36285 0.66283 2.01458
N 0.79589 -1.47388 1.08191
N 1.47938 0.67923 -0.22349
C -0.48563 1.94490 2.39514
C 0.82310 -2.78016 0.35868
C -4.39859 0.63842 -0.55014
C -0.81415 -0.26395 -2.81033
C -3.44939 2.83000 -0.80999
C 0.45625 -2.58303 -3.34885
C 1.37708 -2.68410 -1.04292
C 1.66909 1.68939 -1.09189
C 3.81763 0.51198 0.12213
C -0.17681 0.00942 4.30050
C 2.93036 2.15808 -1.37566
C 4.02502 1.55946 -0.76140
C -0.18353 -0.28603 2.95305
C -4.56533 1.99932 -0.76882
C 0.49955 -2.03200 -2.07765
C 2.17744 -0.97408 1.35119
C -0.86109 -0.75221 -4.09168
C 0.05185 -1.64486 2.37473
C -0.48898 2.31243 3.72359
C -0.22927 -1.95352 -4.36960
C -0.34895 1.32982 4.69474
C -3.10881 0.17904 -0.39364
C 2.52441 0.09153 0.37756
C -2.20028 2.27625 -0.64216
H -0.35255 1.58982 5.74510
H 2.88994 -1.79999 1.31945
H 5.02925 1.90330 -0.97236
H -1.31552 0.65410 -2.55831
H 0.78407 2.10559 -1.55456
H 2.35310 -2.18580 -1.03723
H -1.39299 -0.20266 -4.85558
H -0.19169 -3.17618 0.35861
H -1.30545 2.88290 -0.68688
H -0.25783 -2.38307 -5.36231
H -0.89097 -2.14598 2.15335
H 1.58660 -3.70055 -1.37564
H 1.44596 -3.45982 0.94633
H 0.98280 -3.50891 -3.53750
H -0.59690 3.35446 3.98995
H -3.54735 3.89400 -0.97431
H -5.24010 -0.03756 -0.49455
H 0.62415 -2.28718 3.04754
H 4.65036 0.02503 0.61257
H 2.21078 -0.55966 2.36080
H -5.56072 2.40432 -0.89968
H -0.58904 2.67977 1.60954
H 3.05135 2.97589 -2.07220
H -0.03062 -0.77550 5.03087
*
```

- Orbital gap: 0.303 Eh

***

The following is a DFT calculation (the ωB97M-V functional and the def2-TZVPD basis) of the molecule C4H10O2 at a distorted geometry.

The geometry in ORCA input format:
```
! RIJCOSX wB97M-V def2-TZVPD def2/J DEFGRID3
* xyz 0 1
O 1.99454 1.11742 -0.09051
O -0.09827 0.09280 -1.59728
C 1.30505 -0.01994 0.35383
C -0.94742 1.17090 0.33277
C -0.18741 -0.04268 -0.19020
C -0.86570 -1.34936 0.21140
H -1.10772 1.08689 1.40378
H 1.71378 1.27312 -1.00459
H 1.83451 -0.94048 0.05424
H -0.93166 -1.42744 1.29324
H 1.28549 0.01811 1.44404
H -1.90731 1.23296 -0.17443
H -0.30342 -2.20552 -0.16010
H 0.46930 -0.70087 -1.78343
H -1.86705 -1.38308 -0.21309
H -0.38671 2.07716 0.12033
*
```

- Orbital gap: 0.400 Eh
- Structure (SMILES): CC(C)(O)CO